No. 1
This record from OMol25 describes a cluster of 2 separate species, CHF3N3 in total at a distorted geometry. The level of theory is ωB97M-V/def2-TZVPD.

```
! RIJCOSX wB97M-V def2-TZVPD def2/J DEFGRID3
* xyz 1 1
C -1.16271 1.22095 0.37352
N -0.61703 1.27665 -0.80819
N 0.16572 1.38771 0.28335
N 1.16458 -1.02240 -0.25779
F -2.13320 1.22121 1.14866
F 0.61530 -1.13887 0.88567
F 0.18133 -1.22755 -1.11933
H 1.78602 -1.71770 -0.50588
*
```

Its energy is -13658.3102 eV. The energy above the lowest of the compared OMol25 structures with the same formula, charge and spin comes out at 73.4 kcal/mol. For the orbital gap (spin up / spin down), the calculation gives 6.859 / 6.858 eV.

---

No. 2
This record from OMol25 describes a cluster of 3 separate species, CHF3N3 in total at a distorted geometry. The level of theory is ωB97M-V/def2-TZVPD.

```
! RIJCOSX wB97M-V def2-TZVPD def2/J DEFGRID3
* xyz 1 1
C 3.56900 0.54396 -0.01644
N 3.02079 -0.45895 -0.11015
N 1.20903 -2.20546 1.14730
N 1.32231 -1.89859 0.10558
F 4.09029 1.65811 0.09573
F 1.16492 -1.64013 -1.00627
F -1.09093 -1.06358 -0.00749
H -2.04852 -0.84409 -0.07621
*
```

Its energy is -13661.0966 eV. The energy above the lowest of the compared OMol25 structures with the same formula, charge and spin comes out at 9.2 kcal/mol. For the orbital gap, the calculation gives 11.531 eV.

---

No. 3
This record from OMol25 describes a cluster of 2 separate species, CHF3O2S in total at a distorted geometry. The level of theory is ωB97M-V/def2-TZVPD.

```
! RIJCOSX wB97M-V def2-TZVPD def2/J DEFGRID3
* xyz 0 3
C -0.36623 1.73702 0.11461
O -3.97973 0.89514 -0.56745
O -3.54952 -1.50011 -0.40413
F 0.29623 0.91499 0.81826
F -0.06137 1.53042 -1.18073
F -2.65131 0.12963 1.35178
S -3.05998 -0.14941 -0.31466
H -1.39803 2.17786 0.27206
*
```

Its energy is -24131.3388 eV. The energy above the lowest of the compared OMol25 structures with the same formula, charge and spin comes out at 6.2 kcal/mol. Its expectation value of S² is 2.0092. For the orbital gap (spin up / spin down), the calculation gives 9.127 / 8.787 eV.

---

No. 4
This record from OMol25 describes the molecule CHF4N at a distorted geometry. The level of theory is ωB97M-V/def2-TZVPD.

```
! RIJCOSX wB97M-V def2-TZVPD def2/J DEFGRID3
* xyz 0 3
C -1.71676 -0.13799 0.06700
N -0.10958 -0.42743 0.47213
F -1.67046 0.96612 -0.77629
F -2.28083 -1.02441 -0.66719
F -2.34179 0.23999 1.08781
F 0.01779 -1.74912 0.02885
H 0.35264 0.19517 -0.17594
*
```

Its energy is -13404.9664 eV. Its expectation value of S² is 2.0084. For the orbital gap (spin up / spin down), the calculation gives 6.646 / 9.868 eV.

---

No. 5
This record from OMol25 describes the molecule CHF4P at a distorted geometry. The level of theory is ωB97M-V/def2-TZVPD.

```
! RIJCOSX wB97M-V def2-TZVPD def2/J DEFGRID3
* xyz 0 1
F 0.95543 1.78138 0.39868
P -0.36002 1.17910 -0.34202
C 0.06477 -0.68387 -0.15261
F 1.22840 -0.96403 0.45471
F 0.28105 -1.06140 -1.44047
F -0.98880 -1.46080 0.17237
H -1.18083 1.20963 0.90934
*
```

Its energy is -21211.9166 eV. The energy above the lowest of the compared OMol25 structures with the same formula, charge and spin comes out at 0.0 kcal/mol. As for the structure (SMILES): FPC(F)(F)F. For the orbital gap, the calculation gives 11.160 eV.

---

No. 6
This record from OMol25 describes a cluster of 2 separate species, CHFIPS in total. The level of theory is ωB97M-V/def2-TZVPD.

```
! RIJCOSX wB97M-V def2-TZVPD def2/J DEFGRID3
* xyz 0 3
C 0.33085 0.41989 -0.69388
F -0.04880 0.11238 -1.92331
P 4.25368 0.50267 2.61402
S 1.57558 1.37181 -0.37657
I 4.58749 -1.47350 1.33144
H -0.29766 -0.06592 0.04832
*
```

Its energy is -31993.0833 eV. The energy above the lowest of the compared OMol25 structures with the same formula, charge and spin comes out at 13.9 kcal/mol. Its expectation value of S² is 2.0073. For the orbital gap (spin up / spin down), the calculation gives 8.252 / 8.447 eV.